1.
Formula: C5H13NO2S
Source: the OMol25 dataset
Level of theory: ωB97M-V/def2-TZVPD

ΔE to the lowest compared entry with this formula, charge and spin   4.800 eV
2S+1   1
HOMO-LUMO gap   0.3743 hartree
HOMO level   -9.46 eV

Each line ends with the Löwdin charge.
Cartesian coordinates (Å):
C 0.76 2.48 0.31  -0.076
C -0.89 -1.56 -1.13  -0.053
C -1.83 -0.72 1.22  -0.058
C 0.14 1.29 -0.47  -0.278
C -0.75 -1.36 0.38  -0.145
N 0.56 0.18 0.35  -0.236
O 2.10 -1.84 0.45  -0.320
O 3.10 0.40 -0.02  -0.330
S 2.01 -0.54 -0.06  0.583
H 1.74 2.64 0.07  0.036
H 0.31 3.41 0.08  0.061
H 0.81 2.30 1.30  0.041
H -1.41 -0.77 -1.47  0.036
H 0.19 -1.72 -1.39  0.065
H -1.57 -2.36 -1.26  0.082
H -2.61 -1.36 1.26  0.034
H -2.26 0.12 0.66  0.075
H -1.53 -0.46 2.29  0.120
H -1.01 1.49 -0.37  0.141
H 0.57 1.09 -1.42  0.075
H -0.19 -2.04 0.82  0.042
H 1.73 -0.66 -1.58  0.105

***

2.
Formula: C61H79FN4O6S2
Source: the OMol25 dataset
Level of theory: ωB97M-V/def2-TZVPD

2S+1   1
HOMO-LUMO gap   0.2947 hartree
HOMO level   -8.76 eV

Each line ends with the Löwdin charge.
Cartesian coordinates (Å):
C -5.11 -4.30 -3.06  -0.067
C -4.51 -4.79 -1.73  -0.270
O -3.65 -5.91 -1.86  -0.136
C -2.31 -5.56 -2.13  -0.192
C -1.33 -6.03 -1.03  -0.188
O -1.88 -5.94 0.27  -0.133
C -0.93 -5.59 1.28  -0.164
C -1.66 -4.74 2.35  -0.157
O -0.87 -3.63 2.77  -0.133
C -1.65 -2.54 3.25  -0.132
C -1.03 -1.15 2.93  -0.421
C 0.43 -1.26 3.46  -0.149
N 0.48 -1.37 4.93  -0.086
C 1.28 -2.53 5.36  -0.114
N -0.86 -0.96 1.47  0.150
C -1.69 -1.49 0.67  -0.358
C -3.20 -1.35 0.67  -0.013
C -1.10 -2.33 -0.45  -0.002
O -1.86 -0.26 3.65  -0.018
C -1.79 1.12 3.41  -0.295
C -2.42 1.63 2.08  -0.020
C -0.44 1.80 3.75  -0.265
C 0.42 2.06 2.50  -0.192
C 0.24 3.45 1.81  -0.086
N -0.63 3.02 4.60  -0.122
N -1.17 2.60 5.89  0.009
C -2.18 3.20 6.18  -0.725
S -3.49 3.99 6.40  0.868
S 0.93 3.64 5.03  0.640
O 1.22 4.82 4.32  -0.218
O 1.93 2.63 5.06  -0.243
F 0.76 4.11 6.52  -0.127
H -4.58 -3.44 -3.47  0.065
H -5.22 -5.09 -3.81  0.079
H -6.13 -3.94 -2.85  0.071
H -4.00 -3.96 -1.24  0.089
H -5.33 -5.09 -1.07  0.119
H -2.21 -4.49 -2.35  0.106
H -2.02 -6.08 -3.05  0.127
H -1.12 -7.09 -1.25  0.125
H -0.39 -5.48 -1.17  0.121
H -0.64 -6.52 1.79  0.124
H -0.05 -5.07 0.90  0.115
H -2.62 -4.44 1.91  0.121
H -1.89 -5.34 3.24  0.129
H -1.61 -2.59 4.35  0.135
H -2.71 -2.60 3.00  0.121
H 0.99 -2.05 2.95  0.105
H 0.95 -0.33 3.21  0.104
H 0.98 -0.55 5.27  0.089
H 2.34 -2.45 5.07  0.072
H 0.80 -3.44 5.00  0.075
H 1.28 -2.53 6.45  0.078
H -3.52 -0.63 -0.09  0.099
H -3.62 -2.32 0.37  0.065
H -3.58 -1.13 1.67  0.073
H -1.82 -3.05 -0.82  0.046
H -0.68 -1.69 -1.25  0.085
H -0.24 -2.85 -0.02  0.078
H -2.50 1.55 4.13  0.130
H -1.82 1.38 1.21  0.061
H -2.51 2.71 2.21  0.092
H -3.43 1.25 1.97  0.080
H 0.08 1.10 4.42  0.106
H 1.49 1.96 2.73  0.099
H 0.24 1.31 1.72  0.084
H 1.18 3.89 1.47  0.080
H -0.29 4.18 2.42  0.060
H -0.39 3.30 0.92  0.058
C 2.70 0.66 -2.07  -0.088
C 3.10 1.40 -3.18  -0.106
C 2.25 2.36 -3.72  -0.096
C 1.00 2.58 -3.14  -0.106
C 0.61 1.85 -2.04  -0.099
C 1.45 0.89 -1.50  -0.094
H 3.36 -0.09 -1.65  0.103
H 4.07 1.23 -3.62  0.101
H 2.56 2.93 -4.58  0.104
H 0.34 3.33 -3.56  0.099
H -0.36 2.03 -1.59  0.097
H 1.14 0.31 -0.64  0.088
C 5.23 -1.89 2.67  -0.093
C 4.23 -2.85 2.56  -0.099
C 4.55 -4.20 2.65  -0.095
C 5.87 -4.59 2.86  -0.097
C 6.87 -3.63 2.97  -0.095
C 6.55 -2.28 2.87  -0.093
H 4.99 -0.84 2.60  0.094
H 3.21 -2.55 2.40  0.084
H 3.77 -4.95 2.56  0.100
H 6.11 -5.64 2.94  0.100
H 7.89 -3.94 3.14  0.100
H 7.33 -1.54 2.96  0.094
C -3.97 6.48 11.30  -0.096
C -3.69 5.83 10.11  -0.092
C -4.64 4.99 9.54  -0.116
C -5.87 4.81 10.17  -0.093
C -6.15 5.47 11.36  -0.098
C -5.19 6.30 11.93  -0.097
H -3.23 7.13 11.75  0.100
H -2.74 5.97 9.62  0.101
H -4.43 4.47 8.61  -0.009
H -6.62 4.16 9.72  0.101
H -7.11 5.33 11.84  0.100
H -5.41 6.81 12.86  0.100
C -2.98 1.00 -5.78  -0.092
C -1.73 1.57 -5.58  -0.093
C -1.31 2.62 -6.38  -0.093
C -2.14 3.11 -7.38  -0.089
C -3.39 2.54 -7.58  -0.117
C -3.81 1.48 -6.79  -0.103
H -3.31 0.18 -5.16  0.098
H -1.09 1.20 -4.80  0.090
H -0.33 3.06 -6.23  0.095
H -1.81 3.93 -8.01  0.103
H -4.04 2.92 -8.36  0.099
H -4.78 1.04 -6.95  0.103
C -3.57 1.48 -11.49  -0.095
C -3.10 0.53 -10.59  -0.089
C -2.54 -0.65 -11.05  -0.092
C -2.44 -0.89 -12.41  -0.098
C -2.91 0.06 -13.32  -0.100
C -3.48 1.24 -12.86  -0.099
H -4.01 2.40 -11.14  0.095
H -3.17 0.72 -9.53  0.077
H -2.18 -1.39 -10.34  0.101
H -2.00 -1.81 -12.77  0.099
H -2.83 -0.13 -14.38  0.099
H -3.85 1.97 -13.56  0.099
C 5.37 -1.85 -7.45  -0.099
C 4.49 -1.12 -8.23  -0.098
C 3.42 -0.45 -7.64  -0.094
C 3.25 -0.51 -6.26  -0.096
C 4.14 -1.24 -5.48  -0.100
C 5.20 -1.92 -6.08  -0.096
H 6.20 -2.38 -7.92  0.099
H 4.62 -1.07 -9.31  0.100
H 2.73 0.11 -8.24  0.101
H 2.43 0.02 -5.79  0.092
H 4.01 -1.28 -4.41  0.092
H 5.89 -2.49 -5.47  0.100
C 7.25 1.61 4.24  -0.102
C 7.88 2.78 3.82  -0.100
C 7.12 3.91 3.55  -0.098
C 5.74 3.88 3.71  -0.087
C 5.12 2.72 4.14  -0.083
C 5.87 1.58 4.40  -0.097
H 7.84 0.73 4.45  0.095
H 8.95 2.80 3.70  0.099
H 7.61 4.82 3.21  0.099
H 5.15 4.77 3.50  0.102
H 4.04 2.70 4.27  0.070
H 5.39 0.67 4.73  0.097

***

| no. | molecular weight (g/mol) | LUMO (eV) |
| --- | --- | --- |
| 1 | 151.2 | 0.724 |
| 2 | 1047.5 | -0.742 |